The following is a DFT calculation (ωB97M-V/def2-TZVPD) of C27H30CoN2O3P2S3 as an isolated structure at a distorted geometry.

XYZ file:
```
68
Properties=species:S:1:pos:R:3:forces:R:3
Co 1.25841 -0.15234 -0.10516 0.7 0.3 0.2
C -4.19029 -0.51724 -5.06826 0.0 0.0 0.0
C -3.13579 -1.11554 -4.18896 0.0 0.0 0.0
C -3.15349 -0.89334 -2.81676 0.1 -0.1 0.0
C -2.19269 -1.46204 -1.99806 -0.1 0.1 0.1
C -1.21199 -2.25934 -2.55326 0.3 -0.3 0.4
C -1.18069 -2.50174 -3.91266 0.1 -0.1 -0.1
C -2.14239 -1.92714 -4.72626 0.0 0.0 0.1
S -0.01569 -3.02034 -1.45466 0.4 0.6 0.4
O 0.58221 -4.13624 -2.14346 -0.1 0.2 -0.2
O -0.67839 -3.28194 -0.20896 -0.1 0.3 -0.2
N 1.07491 -1.82604 -1.17416 -1.1 -0.6 -0.1
C 2.29291 -1.71944 -1.74806 0.5 -0.4 -0.5
C 2.85681 -2.49314 -2.77636 0.2 0.0 -0.2
C 4.14431 -2.20974 -3.17336 -0.2 0.1 0.1
C 4.85461 -1.17454 -2.56926 0.0 0.2 0.2
C 4.22541 -0.44764 -1.57776 0.4 0.2 -0.1
N 2.98941 -0.70424 -1.18786 -1.7 -0.2 0.5
H -4.65829 0.33236 -4.57796 -0.1 0.1 0.0
H -4.95729 -1.26054 -5.28466 -0.1 0.0 -0.1
H -3.76959 -0.18494 -6.01416 0.0 0.0 -0.1
H -3.93899 -0.28574 -2.38896 -0.1 0.1 0.1
H -2.19299 -1.31304 -0.93086 -0.1 0.1 0.2
H -0.42039 -3.15414 -4.31376 0.1 -0.1 -0.1
H -2.13879 -2.12414 -5.78866 0.0 0.0 -0.1
H 2.28341 -3.29144 -3.21586 0.1 0.0 0.0
H 4.61321 -2.79144 -3.95306 0.0 -0.1 -0.1
H 5.86711 -0.94304 -2.85906 0.1 0.0 0.0
H 4.72621 0.36016 -1.06146 0.0 0.1 0.0
C -1.53389 2.08926 -2.66926 0.6 0.2 0.4
P 0.02041 2.54856 -1.83336 -0.2 0.4 -0.2
C 0.97171 3.58426 -2.99526 -0.4 -0.4 0.4
C -0.41529 3.57056 -0.39046 0.1 -0.4 -0.6
O 0.83941 1.35576 -1.47556 0.2 -0.3 0.0
H -2.06609 2.96966 -3.01896 -0.1 0.1 0.0
H -2.14789 1.52986 -1.96626 0.0 0.0 0.0
H -1.28639 1.44056 -3.50816 0.0 0.0 0.0
H 0.41671 4.46366 -3.30486 -0.1 0.1 -0.1
H 1.20711 2.96566 -3.85866 0.0 0.0 -0.1
H 1.89841 3.87596 -2.50556 0.0 0.0 0.0
H -0.94589 4.46686 -0.68966 -0.1 0.2 -0.1
H 0.50421 3.82646 0.13254 0.0 0.0 0.0
H -1.04019 2.95996 0.25904 0.0 0.1 0.0
S 2.37381 0.21146 1.94974 -0.4 0.0 -0.1
P 0.47331 0.22906 2.63334 0.4 0.1 0.8
S -0.86069 0.46766 1.16164 0.7 -0.6 -0.4
C 0.34621 1.57976 3.87164 -0.2 -0.3 -0.4
C 0.71321 1.36476 5.19384 0.0 -0.1 -0.1
C 0.59881 2.39376 6.11054 0.1 0.0 0.2
C 0.12581 3.63506 5.71564 0.1 0.0 0.0
C -0.21039 3.85666 4.39094 0.0 0.1 0.0
C -0.09529 2.83186 3.47004 -0.1 -0.1 0.0
C 0.10841 -1.24344 3.65144 0.1 0.3 -0.4
C -1.21949 -1.55354 3.90824 0.0 0.0 0.0
C -1.52639 -2.56224 4.80424 0.0 0.0 0.0
C -0.50949 -3.25504 5.44344 0.0 0.0 0.0
C 0.81511 -2.95694 5.16664 0.1 -0.1 0.1
C 1.12991 -1.95564 4.26474 0.1 0.1 -0.1
H 1.07391 0.39076 5.50004 0.0 0.0 0.1
H 0.88041 2.22676 7.14014 0.0 0.0 0.1
H 0.03261 4.43036 6.43954 0.0 0.1 0.1
H -0.56179 4.82716 4.07594 -0.1 0.1 0.0
H -0.36569 2.98126 2.43554 -0.1 0.1 -0.1
H -1.99509 -0.99334 3.40614 -0.1 0.0 0.0
H -2.55739 -2.80464 5.00854 -0.1 0.0 0.0
H -0.74779 -4.03464 6.15354 0.0 0.0 0.0
H 1.60441 -3.50664 5.66164 0.0 0.0 0.0
H 2.16011 -1.70944 4.03934 0.0 0.0 0.0
```
Positions in Å, forces in eV/Å.

- HOMO-LUMO gap (spin up / spin down) (eV) = 7.8 / 8.0
- E_HOMO (spin up / spin down) (eV) = -7.8 / -7.7
- expectation value of S² = 0.780
- spin multiplicity = 2
- lowest unoccupied orbital energy (spin up / spin down) (eV) = 0.076 / 0.340
- energy above the lowest of the compared OMol25 structures with the same formula, charge and spin (kcal per mole) = 15.54